1.
DFT (wB97M-V/def2-TZVPD) results for a cluster of 13 separate species, C13H52O13 in total at a distorted geometry.

XYZ file:
```
78
Properties=species:S:1:pos:R:3:lowdin_charge:R:1
C 0.05 0.12 -4.76 -0.1409
O -0.33 -1.20 -5.01 -0.1230
H -0.24 0.80 -5.56 0.0820
H -0.50 0.44 -3.90 0.0743
H 1.11 0.27 -4.60 0.0630
H 0.14 -1.61 -5.76 0.1098
C 4.27 0.44 -3.84 -0.1516
O 3.67 -0.69 -4.48 -0.1503
H 3.50 1.16 -3.52 0.0857
H 4.93 0.13 -3.06 0.0748
H 4.92 0.95 -4.54 0.0788
H 4.44 -1.10 -4.96 0.1184
C 2.04 -2.83 -2.13 -0.1268
O 2.58 -1.54 -1.79 -0.1582
H 2.70 -3.59 -1.64 0.0857
H 1.09 -2.90 -1.66 0.0409
H 1.92 -3.02 -3.22 0.0933
H 2.97 -1.10 -2.54 0.0174
C -2.72 0.04 3.23 -0.0687
O -2.06 -1.30 3.44 -0.1468
H -2.36 0.38 2.23 0.0795
H -3.78 -0.17 3.11 0.0742
H -2.54 0.80 3.98 0.0489
H -2.07 -1.51 4.36 0.0532
C 2.34 -2.82 1.54 -0.1341
O 2.01 -1.79 2.43 -0.1476
H 1.78 -2.70 0.63 0.0473
H 3.40 -2.73 1.26 0.1013
H 2.22 -3.76 2.02 0.0732
H 1.06 -1.73 2.67 0.1078
C 0.66 2.44 3.64 -0.1382
O -0.07 3.53 4.15 -0.1232
H 0.46 1.52 4.20 0.0868
H 0.30 2.25 2.66 0.0592
H 1.74 2.52 3.52 0.0771
H 0.55 4.27 4.28 0.1047
C -4.34 1.18 -0.57 -0.1587
O -3.30 2.15 -0.42 -0.1325
H -4.17 0.58 -1.43 0.0442
H -4.43 0.45 0.29 0.0838
H -5.32 1.73 -0.73 0.0963
H -2.48 1.66 -0.33 0.0113
C -2.48 -2.14 -2.59 -0.1428
O -2.91 -1.75 -3.92 -0.1509
H -1.95 -3.09 -2.65 0.0692
H -1.87 -1.31 -2.20 0.0675
H -3.32 -2.34 -1.94 0.0674
H -2.10 -1.71 -4.47 0.0316
C 3.89 0.87 0.72 -0.1330
O 3.11 0.81 1.95 -0.1606
H 3.58 0.15 -0.06 0.0608
H 3.72 1.90 0.34 0.0746
H 4.96 0.71 0.86 0.0660
H 2.91 -0.14 2.16 0.0442
C -1.76 -4.13 0.76 -0.1669
O -2.97 -3.87 1.46 -0.1054
H -1.70 -3.76 -0.29 0.0638
H -0.85 -3.82 1.32 0.0801
H -1.63 -5.17 0.63 0.0596
H -2.79 -3.11 2.03 0.0426
C 1.05 3.52 -0.78 -0.1128
O 1.16 2.55 -1.84 -0.1697
H -0.03 3.68 -0.61 0.0968
H 1.57 3.00 0.00 0.0619
H 1.66 4.41 -1.05 0.0934
H 0.77 2.99 -2.63 0.0971
C -3.40 3.37 5.03 -0.1974
O -2.27 3.33 5.82 -0.1236
H -4.23 3.02 5.67 0.0833
H -3.70 4.38 4.71 0.0816
H -3.38 2.66 4.20 0.0539
H -1.50 3.53 5.28 0.0267
C 0.13 -0.34 -0.01 -0.1233
O -0.58 0.86 -0.34 -0.1453
H 0.74 -0.20 0.89 0.0674
H -0.61 -1.04 0.27 0.0512
H 0.63 -0.81 -0.90 0.0818
H 0.01 1.28 -1.00 0.0372
```

Computed properties:
E_LUMO	0.130	eV
HOMO level	-9.71	eV

***

2.
DFT (wB97M-V/def2-TZVPD) results for a structure of composition C26H53N2RuSSbSi5.

XYZ file:
```
89
Properties=species:S:1:pos:R:3:lowdin_charge:R:1
Ru -0.39 -0.16 0.08 1.0389
S 1.93 0.22 0.21 0.6312
C 1.47 1.84 -0.29 -0.6944
C 2.27 2.96 -0.10 -0.0533
C 1.78 4.16 -0.58 -0.0099
C 0.53 4.20 -1.18 -0.0160
C -0.22 3.05 -1.27 -0.1290
N 0.25 1.86 -0.85 -0.0639
H 3.23 2.87 0.39 0.1212
H 2.37 5.07 -0.48 0.1293
H 0.13 5.13 -1.57 0.1251
H -1.20 3.05 -1.72 0.0915
C -3.39 -2.04 -1.30 -0.1657
Si -3.48 -1.70 0.54 0.4578
C -5.29 -1.49 0.97 -0.1616
C -2.88 -3.03 1.71 -0.1962
C -2.36 -0.18 0.89 -0.4410
C -1.88 0.01 2.28 -0.4193
C -2.54 0.02 3.50 0.0001
C -1.81 0.33 4.64 -0.0044
C -0.44 0.59 4.55 -0.0229
C 0.16 0.54 3.31 -0.1076
N -0.56 0.25 2.22 -0.0379
Si -3.12 1.50 0.26 0.4791
C -3.02 1.44 -1.62 -0.1893
C -4.93 1.78 0.63 -0.1583
C -2.22 2.89 1.14 -0.1666
H -3.40 -3.11 -1.55 0.0089
H -2.51 -1.61 -1.79 -0.0016
H -4.27 -1.61 -1.79 0.0475
H -5.73 -2.49 0.91 0.0526
H -5.84 -0.86 0.29 0.0277
H -5.46 -1.13 1.99 0.0388
H -3.44 -3.96 1.60 0.0507
H -3.04 -2.70 2.74 0.0472
H -1.81 -3.25 1.61 -0.0512
H -3.61 -0.18 3.56 0.1251
H -2.30 0.36 5.60 0.1279
H 0.14 0.84 5.42 0.1213
H 1.22 0.72 3.16 0.1105
H -3.77 0.72 -1.95 0.0330
H -2.07 1.14 -2.07 0.0100
H -3.32 2.40 -2.04 0.0532
H -5.58 1.32 -0.11 0.0363
H -5.08 2.86 0.58 0.0531
H -5.24 1.45 1.62 0.0414
H -1.14 2.79 1.26 0.0154
H -2.65 2.98 2.15 0.0515
H -2.42 3.84 0.64 0.0519
C 0.52 -6.23 -0.95 -0.1887
Si -0.63 -5.13 0.01 0.3771
C -2.29 -5.17 -0.83 -0.1995
C -0.69 -5.68 1.78 -0.1944
Sb 0.50 -2.71 -0.15 0.9049
Si 2.43 -3.09 1.61 0.3482
C 3.83 -1.86 1.70 -0.2519
C 1.48 -3.09 3.22 -0.2041
C 3.16 -4.75 1.15 -0.2034
Si 1.28 -2.50 -2.67 0.3386
C 2.10 -0.86 -2.99 -0.2380
C 2.47 -3.88 -3.06 -0.1996
C -0.31 -2.62 -3.64 -0.2141
H 0.01 -7.19 -0.91 0.0596
H 1.51 -6.37 -0.51 0.0256
H 0.62 -5.97 -2.00 0.0215
H -2.66 -6.20 -0.74 0.0630
H -2.21 -4.94 -1.89 0.0352
H -3.02 -4.52 -0.36 -0.0109
H -1.18 -6.66 1.75 0.0595
H -1.27 -5.05 2.46 0.0253
H 0.30 -5.84 2.20 0.0211
H 3.55 -0.89 2.11 -0.0091
H 4.35 -1.72 0.76 0.0369
H 4.53 -2.33 2.40 0.0518
H 0.69 -2.33 3.25 0.0084
H 2.17 -2.87 4.04 0.0490
H 1.01 -4.06 3.43 0.0215
H 3.28 -4.90 0.08 0.0178
H 2.60 -5.59 1.56 0.0290
H 4.16 -4.79 1.59 0.0491
H 3.05 -0.75 -2.47 0.0295
H 1.47 0.00 -2.74 0.0020
H 2.30 -0.82 -4.06 0.0528
H 3.21 -4.06 -2.28 0.0278
H 3.01 -3.59 -3.96 0.0504
H 1.96 -4.82 -3.28 0.0237
H -0.91 -1.71 -3.57 0.0257
H -0.94 -3.47 -3.34 0.0188
H -0.05 -2.76 -4.69 0.0522
```

Computed properties:
2S+1	5
expectation value of S²	6.02
net charge	+2
E_LUMO (alpha / beta)	-6.719 / -7.765	eV
HOMO level (alpha / beta)	-13.87 / -13.82	eV

***

3.
DFT (wB97M-V/def2-TZVPD) results for an isolated molecule of C4H9NO2 at a distorted geometry.

XYZ file:
```
16
Properties=species:S:1:pos:R:3:nbo_charge:R:1
C -0.96 0.48 1.04 0.5445
N -0.65 -0.17 -0.14 -0.4439
C -1.21 0.36 -1.38 -0.4148
C 0.23 -1.33 -0.12 -0.2531
C 1.68 -0.97 0.25 -0.0823
O 2.09 0.28 -0.33 -0.7057
O -1.50 1.55 1.09 -0.6009
H -0.53 -0.13 1.87 0.1001
H -1.89 1.13 -1.07 0.2484
H -1.79 -0.44 -1.86 0.1878
H -0.42 0.65 -2.07 0.1875
H -0.26 -2.06 0.53 0.2132
H 0.22 -1.74 -1.14 0.2028
H 2.43 -1.70 -0.09 0.1783
H 1.76 -0.75 1.31 0.1845
H 1.94 0.20 -1.27 0.4536
```

Computed properties:
E_LUMO	0.695	eV
HOMO level	-9.29	eV
structure (SMILES)	CN(C=O)CCO

***

We obtain ΔE to the lowest compared entry with this formula, charge and spin values of 56.05, 26.07, 38.21 kcal per mole for the records listed above, in that order.